{
  "formula": "C3H8N2O6S",
  "method": "the ωB97M-V functional and the def2-TZVPD basis",
  "total_charge": 0,
  "s_squared": 2.01,
  "homo_ev": [-6.696, -11.169],
  "multiplicity": 3,
  "lumo_ev": [0.8, -2.4],
  "species": ["S", "O", "O", "O", "O", "O", "O", "N", "N", "C", "C", "C", "H", "H", "H", "H", "H", "H", "H", "H"],
  "positions_angstrom": [[0.212, -0.269, 0.704], [-3.329, 0.154, -0.413], [-0.339, 1.260, 0.967], [-1.960, 2.422, -0.031], [-0.262, -1.054, 1.781], [1.714, -0.001, 1.084], [-0.030, -0.498, -0.685], [-1.651, 1.325, 0.337], [-2.126, 0.196, 0.297], [3.713, -0.142, -0.411], [-3.681, -1.217, -0.563], [2.638, 0.718, 0.185], [3.951, 0.393, -1.358], [2.020, 1.119, -0.571], [3.296, -1.214, -0.568], [-4.683, -1.173, -1.128], [2.886, 1.648, 0.793], [-3.983, -1.800, 0.342], [-2.962, -1.738, -1.017], [4.576, -0.130, 0.255]]
}


{
  "formula": "CHO5S",
  "method": "the ωB97M-V functional and the def2-TZVPD basis",
  "total_charge": -1,
  "smiles": "O=S(=O)([O-])C1OO1",
  "de_lowest_kcal_mol": 124.8,
  "homo_ev": -5.542,
  "multiplicity": 1,
  "lumo_ev": 4.1,
  "species": ["S", "O", "O", "O", "O", "O", "C", "H"],
  "positions_angstrom": [[-1.455, -0.951, -0.913], [1.068, -1.355, -0.088], [-2.019, 0.312, -1.360], [-1.408, -2.022, -1.821], [1.669, -0.672, -1.166], [-1.861, -1.252, 0.512], [0.234, -0.386, -0.425], [0.270, 0.461, 0.114]]
}


{
  "formula": "C22H19BrN5O5STeY",
  "method": "the ωB97M-V functional and the def2-TZVPD basis",
  "total_charge": 0,
  "de_lowest_kcal_mol": 3.6,
  "homo_ev": -8.071,
  "multiplicity": 1,
  "lumo_ev": -0.1,
  "species": ["Te", "Y", "Br", "S", "O", "O", "O", "O", "O", "N", "N", "N", "N", "N", "C", "C", "C", "C", "C", "C", "C", "C", "C", "C", "C", "C", "C", "C", "C", "C", "C", "C", "C", "C", "C", "C", "H", "H", "H", "H", "H", "H", "H", "H", "H", "H", "H", "H", "H", "H", "H", "H", "H", "H", "H"],
  "positions_angstrom": [[0.852, 2.662, -2.162], [0.613, 0.217, -0.120], [-4.037, -3.614, -0.958], [1.180, 2.637, 1.253], [0.154, -0.527, -2.216], [3.693, -1.621, 2.240], [1.818, -0.551, 1.568], [5.738, -2.533, -2.479], [1.107, -1.063, -4.196], [3.488, 1.633, -0.052], [-3.525, 2.084, 0.570], [-1.672, 0.879, 0.498], [2.295, -1.076, -0.905], [-0.572, -1.980, 0.482], [-0.672, 4.025, -1.646], [-1.186, -3.677, 2.031], [3.291, -1.370, -0.077], [-1.966, 1.173, 1.836], [2.606, 2.102, 0.546], [-2.536, -3.265, 0.121], [-0.342, -2.665, 1.606], [-1.277, 0.830, 3.001], [2.390, -1.284, -2.216], [4.602, -2.062, -1.916], [-2.618, 1.445, -0.202], [2.959, -1.162, 1.394], [-3.124, 1.933, 1.894], [-2.307, -3.984, 1.281], [3.542, -1.778, -2.778], [4.478, -1.881, -0.540], [-1.808, 1.269, 4.195], [-1.651, -2.273, -0.250], [1.115, -0.945, -2.988], [-2.990, 2.033, 4.239], [-0.058, 2.168, -4.001], [-3.670, 2.385, 3.092], [-1.784, -1.710, -1.167], [-3.370, 2.358, 5.199], [-4.327, 2.582, 0.229], [-0.964, -4.211, 2.945], [-0.512, 4.955, -2.184], [0.468, 1.323, -4.439], [-4.574, 2.979, 3.130], [3.612, -1.937, -3.844], [-1.298, 1.034, 5.120], [-0.348, 0.269, 2.977], [6.399, -2.668, -1.793], [-2.991, -4.764, 1.585], [-2.683, 1.418, -1.280], [-1.090, 1.878, -3.811], [-1.636, 3.599, -1.921], [-0.007, 3.041, -4.647], [5.268, -2.123, 0.160], [-0.610, 4.188, -0.572], [0.537, -2.374, 2.166]]
}


{
  "formula": "C36H76BF4N4O2",
  "method": "the ωB97M-V functional and the def2-TZVPD basis",
  "total_charge": 3,
  "de_lowest_kcal_mol": 47.3,
  "homo_ev": -13.939,
  "multiplicity": 1,
  "lumo_ev": -9.1,
  "species": ["F", "F", "F", "F", "O", "O", "N", "N", "N", "N", "C", "C", "C", "C", "C", "C", "C", "C", "C", "C", "C", "C", "C", "C", "C", "C", "C", "C", "C", "C", "C", "C", "C", "C", "C", "C", "C", "C", "C", "C", "C", "C", "C", "C", "C", "C", "B", "H", "H", "H", "H", "H", "H", "H", "H", "H", "H", "H", "H", "H", "H", "H", "H", "H", "H", "H", "H", "H", "H", "H", "H", "H", "H", "H", "H", "H", "H", "H", "H", "H", "H", "H", "H", "H", "H", "H", "H", "H", "H", "H", "H", "H", "H", "H", "H", "H", "H", "H", "H", "H", "H", "H", "H", "H", "H", "H", "H", "H", "H", "H", "H", "H", "H", "H", "H", "H", "H", "H", "H", "H", "H", "H", "H"],
  "positions_angstrom": [[0.030, 1.271, -1.646], [1.700, 0.123, -0.707], [0.325, 1.426, 0.619], [-0.376, -0.456, -0.215], [-7.237, -1.497, 1.656], [7.334, -0.651, -2.856], [3.372, -5.204, 4.264], [-7.726, -2.038, 2.854], [-1.967, 7.489, -2.441], [6.683, -0.308, -4.066], [-0.436, 7.223, -2.618], [2.385, -4.936, 5.405], [5.599, -2.653, -4.076], [-1.985, 9.061, -2.352], [-5.117, 6.474, -4.660], [-5.065, 7.260, -6.001], [5.081, 0.596, -6.312], [6.082, -1.399, -4.973], [-9.801, -3.088, 3.963], [8.077, 1.202, -5.407], [4.862, -0.769, -5.717], [-5.881, -3.635, 3.246], [-6.768, -2.490, 3.877], [6.504, -2.759, 4.784], [5.264, -3.598, 5.111], [2.032, -7.065, 3.455], [3.110, -7.718, 4.311], [-8.795, -3.846, 4.836], [2.595, -5.702, 3.074], [-0.825, 9.230, -1.421], [-10.122, -1.484, 2.156], [-9.010, -3.763, 1.573], [-2.485, 6.916, -1.084], [-9.142, -2.649, 2.640], [6.815, 1.142, -4.504], [-4.252, 7.141, -3.503], [4.050, -6.545, 4.715], [7.112, -2.133, 5.999], [-5.713, -1.439, 4.375], [7.156, -1.958, -5.981], [6.895, 1.963, -3.202], [4.325, -4.007, 3.905], [-7.583, -3.003, 5.155], [5.539, 1.625, -5.255], [-2.780, 6.841, -3.620], [0.283, 8.217, -1.785], [0.440, 0.639, -0.488], [-0.279, 6.209, -2.249], [4.800, -4.228, 2.949], [6.281, -1.818, 6.631], [-10.728, -3.633, 3.784], [-5.091, -1.035, 3.576], [4.732, -2.401, -3.466], [-7.940, -2.143, 5.722], [-6.190, -0.661, 4.970], [7.693, -2.928, 6.465], [3.392, -5.876, 2.352], [-6.184, 6.409, -4.445], [5.597, 2.602, -5.734], [-2.321, 7.273, -4.509], [3.093, -4.590, 6.158], [5.174, -3.452, -4.683], [6.256, -2.038, 4.005], [-4.035, 7.580, -6.159], [-5.075, -1.989, 5.066], [-5.141, -3.311, 2.514], [-9.889, -1.112, 1.159], [-6.936, -3.555, 5.837], [-4.611, 6.641, -2.603], [-6.487, -4.449, 2.849], [8.063, -2.285, -5.473], [4.460, -1.455, -6.462], [3.561, -3.285, 3.616], [4.170, 1.066, -6.682], [-2.768, 5.866, -1.157], [6.702, 2.998, -3.485], [4.721, 1.664, -4.536], [-3.022, 9.319, -2.140], [7.246, -3.406, 4.318], [-1.759, 9.310, -3.389], [0.851, 7.703, -1.009], [3.979, -0.678, -5.085], [7.362, -1.188, -6.724], [1.774, -7.738, 2.638], [-4.911, 5.404, -4.654], [1.060, 8.711, -2.369], [-10.238, -0.639, 2.834], [1.843, -4.930, 2.909], [-4.611, 8.166, -3.407], [2.669, -8.249, 5.155], [-5.278, -4.033, 4.063], [6.347, -3.114, -3.431], [-10.094, -2.235, 4.575], [8.988, 0.727, -5.042], [-0.256, 7.435, -3.672], [7.859, 0.998, -6.455], [-11.089, -1.984, 2.104], [5.693, 0.579, -7.214], [-8.321, -3.644, 0.736], [3.664, -8.415, 3.683], [-9.226, -4.126, 5.797], [4.631, -3.083, 5.834], [-1.682, 6.904, -0.347], [-8.724, -4.747, 1.943], [-9.967, -3.963, 1.092], [1.075, -7.074, 3.975], [7.876, 1.970, -2.729], [1.675, -4.176, 5.077], [1.808, -5.827, 5.649], [-5.712, 8.136, -6.055], [4.979, -6.618, 4.150], [6.872, -2.858, -6.527], [6.064, 1.774, -2.521], [-1.058, 9.124, -0.361], [5.688, -4.498, 5.555], [7.799, -1.311, 5.795], [-2.570, 5.775, -3.527], [-0.451, 10.249, -1.521], [4.294, -6.475, 5.775], [-5.263, 6.615, -6.858], [-3.287, 7.541, -0.690], [-8.487, -4.810, 4.430], [8.304, 2.267, -5.452]]
}